Entry 1:
Computed, not measured: C4H11N3 as an isolated structure in a non-equilibrium geometry, with ωB97M-V with the def2-TZVPD basis set.

Structure (XYZ):
```
18
Properties=species:S:1:pos:R:3:forces:R:3
C -0.06413 -0.84088 1.45317 -1.00 1.64 -4.38
C -0.12302 0.45317 -1.14926 -0.71 0.58 0.37
C 0.93852 -0.02912 2.02247 0.83 -2.08 -1.43
C 0.28923 0.44812 -2.67717 -0.03 -1.49 1.88
N -1.12321 -1.42630 1.83959 1.73 -0.17 -2.12
N -0.72885 1.50544 -0.57089 0.58 -1.50 -0.60
N 0.11206 -0.65752 -0.46323 -0.06 -1.31 3.40
H 1.18234 0.75755 1.39080 0.54 1.51 -1.14
H 0.75453 0.27243 2.96261 -0.79 1.01 3.60
H 1.79288 -0.70016 2.04675 0.76 -0.15 0.08
H -0.23541 -0.37529 -3.22711 0.44 0.69 0.64
H 1.38076 0.31302 -2.71885 -0.33 -0.16 0.00
H 0.08321 1.38024 -3.11865 -0.49 1.21 -0.49
H -1.39640 -1.51852 2.78887 -0.30 -0.13 1.42
H -1.52038 -2.02573 1.13594 -1.07 -0.37 -0.20
H -1.00842 2.17811 -1.24849 -0.37 1.03 -0.06
H -1.10834 1.58903 0.39233 0.49 -0.28 -1.18
H 0.77463 -1.32359 -0.85888 -0.24 -0.05 0.20
```
Forces are in eV/Å.

## Properties
HOMO energy (eV): -19.81
Multiplicity: 1
Total charge: +2
F_max (eV/Å): 4.8

=====

Entry 2:
Computed, not measured: C41H34CsN5O2PS as an isolated structure in a non-equilibrium geometry, with ωB97M-V with the def2-TZVPD basis set.

Structure (XYZ):
```
85
Properties=species:S:1:pos:R:3:forces:R:3
Cs -1.05200 0.72859 0.96252 0.45 1.67 -1.08
C 0.53484 -0.27591 5.77919 0.11 0.00 0.35
C 0.48894 0.20806 4.36536 0.39 0.64 -0.34
N -0.17365 -0.34257 3.41855 -0.04 -0.69 0.56
N -0.94094 -1.43645 3.74615 0.21 0.34 -0.22
C -1.49043 -1.99842 2.66401 -0.20 -0.38 0.14
O -1.35584 -1.71068 1.45220 -0.14 -1.51 0.74
C -2.40206 -3.16218 3.01117 0.13 0.03 -0.04
C -2.53605 -3.65175 4.30815 -0.02 0.00 0.02
C -3.36218 -4.73465 4.57172 0.03 0.04 0.00
C -4.07536 -5.34225 3.54374 0.09 0.09 0.03
C -3.95011 -4.85312 2.25067 0.02 0.02 -0.03
C -3.11468 -3.77396 1.98767 -0.07 -0.09 -0.02
C 1.31006 1.41928 3.98980 -0.36 -0.70 0.03
C 2.05761 2.08966 4.95407 0.09 0.18 0.02
C 2.81289 3.19345 4.58363 -0.04 -0.11 0.22
C 2.81655 3.59685 3.26306 0.04 -0.03 -0.18
C 2.05972 2.85686 2.36153 -0.11 -0.05 0.15
N 1.32255 1.80885 2.70536 0.12 0.06 0.08
H -0.07393 -1.16726 5.88685 -0.03 -0.02 -0.08
H 0.17743 0.47790 6.48824 -0.06 0.02 -0.09
H 1.56278 -0.50858 6.07895 -0.02 -0.05 -0.06
H -1.98509 -3.16592 5.10140 0.01 -0.01 -0.01
H -3.44465 -5.09898 5.58889 -0.05 -0.05 -0.02
H -4.71868 -6.18771 3.75319 -0.02 -0.01 -0.02
H -4.50226 -5.31247 1.43955 -0.01 -0.01 0.01
H -2.99970 -3.38555 0.98435 0.01 0.01 0.00
H 2.03715 1.75415 5.98061 0.04 0.04 0.01
H 3.38872 3.72645 5.33086 0.01 0.02 -0.03
H 3.38881 4.44984 2.92467 0.01 0.00 0.02
H 2.03930 3.12556 1.30997 -0.01 0.00 -0.02
N 2.25125 -1.17852 -1.82808 -0.06 0.14 -0.05
P 2.61990 -0.14403 -0.48843 -0.41 -0.28 0.17
C 4.45071 -0.18086 -0.57750 0.12 0.00 -0.17
C 5.22673 -1.31989 -0.35371 -0.08 -0.02 0.04
C 6.60720 -1.26721 -0.45040 0.01 0.08 -0.01
C 7.23796 -0.06496 -0.75888 -0.02 -0.06 0.01
C 6.48197 1.07557 -0.97409 -0.10 -0.03 0.01
C 5.09435 1.01290 -0.88691 0.12 0.04 -0.04
C 2.40528 -1.30220 0.93356 0.20 0.07 -0.05
C 3.05464 -1.00526 2.13501 0.01 0.07 0.01
C 2.93231 -1.83554 3.23376 -0.10 -0.09 -0.03
C 2.14861 -2.98486 3.15253 0.06 0.11 -0.04
C 1.49721 -3.28331 1.96921 -0.11 0.09 -0.06
C 1.61445 -2.44097 0.86560 0.06 -0.07 0.05
C 1.04353 -1.15231 -2.52374 0.35 0.02 0.23
C 0.81189 -2.01960 -3.59855 0.01 0.00 -0.02
C -0.40227 -1.94085 -4.24585 -0.08 -0.10 -0.13
C -1.36000 -1.01578 -3.83690 0.26 -0.06 0.10
C -1.02870 -0.21179 -2.76389 0.02 0.26 0.19
N 0.13780 -0.27971 -2.11369 -0.20 0.09 0.05
H 2.88895 -1.91811 -2.07957 -0.03 -0.02 0.04
H 4.74156 -2.24685 -0.06760 0.00 0.00 -0.02
H 7.19334 -2.15922 -0.26975 0.02 0.00 0.00
H 8.31792 -0.01960 -0.82138 0.01 -0.01 0.00
H 6.96438 2.01645 -1.20562 0.02 0.00 -0.01
H 4.50442 1.90589 -1.05812 -0.02 -0.01 0.01
H 3.66587 -0.11191 2.21935 -0.01 0.01 -0.05
H 3.43597 -1.58075 4.15847 0.01 -0.01 0.01
H 2.02987 -3.62771 4.01509 0.00 -0.01 0.01
H 0.85479 -4.15272 1.90659 0.00 -0.01 0.00
H 1.07947 -2.67999 -0.04441 -0.03 0.01 0.00
H 1.57050 -2.72882 -3.90491 -0.01 0.00 -0.01
H -0.60302 -2.60715 -5.07677 -0.01 0.01 0.00
H -2.32226 -0.92466 -4.31739 -0.01 -0.01 -0.03
H -1.71604 0.54255 -2.38786 -0.08 -0.05 -0.02
C -3.98970 2.62697 -7.29774 -0.10 0.05 0.12
C -4.70318 3.84491 -7.82135 -0.19 0.19 -0.11
O -4.98937 3.98173 -8.98570 0.06 0.00 0.01
S -5.19947 5.14969 -6.69462 0.07 -0.18 -0.22
C -4.67620 4.54567 -5.12756 0.10 -0.15 0.50
C -3.44021 4.90618 -4.59222 0.12 0.05 -0.03
C -3.01482 4.40155 -3.37519 -0.01 0.06 -0.11
C -3.81077 3.51681 -2.63137 0.14 -0.15 0.37
C -5.06254 3.17745 -3.16854 -0.06 0.04 -0.11
C -5.48593 3.68645 -4.38410 -0.08 -0.06 0.00
C -3.36692 2.98847 -1.37707 -0.05 0.03 -0.24
C -2.99564 2.53206 -0.28797 -0.55 0.47 -0.40
H -3.20583 2.87970 -6.58639 0.04 0.02 -0.05
H -3.60049 2.08959 -8.15797 0.05 -0.05 0.02
H -4.70368 1.99901 -6.76020 0.01 0.01 -0.02
H -2.79838 5.58274 -5.14530 -0.02 0.00 -0.01
H -2.05139 4.68307 -2.97126 0.01 0.02 -0.03
H -5.69674 2.50610 -2.60484 -0.02 0.01 -0.02
H -6.45901 3.40655 -4.77186 0.00 0.01 -0.02
```
Forces are in eV/Å.

## Properties
HOMO energy (eV): -4.82
Multiplicity: 1
Total charge: -1
F_max (eV/Å): 2.0

=====

Entry 3:
Computed, not measured: C20H17NO3OsS as an isolated structure, with ωB97M-V with the def2-TZVPD basis set.

Structure (XYZ):
```
43
Properties=species:S:1:pos:R:3:forces:R:3
Os -1.01590 -3.14444 -0.54566 -0.85 -0.17 0.08
C 2.77950 -4.15921 1.06790 -0.06 -0.05 0.20
C 1.51900 -3.32706 1.03548 -0.20 -0.16 -0.31
C 1.74040 -1.89753 1.48341 0.00 0.00 0.07
O 1.06804 -3.26362 -0.38412 -0.10 0.29 0.13
C 0.36888 -3.96615 1.84326 0.15 -0.04 0.25
O 0.62332 -4.52944 2.88063 -0.01 0.03 0.00
O -0.84141 -3.80853 1.36036 0.26 0.08 -0.33
H 3.58564 -3.66200 0.52900 0.00 0.03 -0.02
H 2.61237 -5.15459 0.64884 -0.02 0.00 -0.01
H 3.06983 -4.30032 2.10748 0.03 0.01 -0.03
H 2.51755 -1.42938 0.87951 0.01 0.01 -0.01
H 2.05398 -1.91054 2.52714 0.00 0.01 0.00
H 0.82827 -1.30864 1.39955 0.00 -0.02 -0.01
H 1.42841 -4.01361 -0.87101 0.04 -0.04 0.03
C -0.94748 -1.34058 -0.56159 0.10 -0.08 0.07
C -0.84109 -0.08262 -0.52492 -0.02 0.31 -0.08
C -0.70292 1.24406 -0.48504 -0.02 -0.23 0.04
C -1.88250 2.12440 -0.38375 -0.13 0.00 -0.01
C -3.04292 1.66249 0.24101 0.01 0.03 -0.03
C -4.17003 2.46228 0.30476 -0.01 0.01 0.00
C -4.15734 3.73089 -0.26030 0.00 0.00 0.00
C -3.01165 4.19515 -0.89075 -0.02 0.02 0.01
C -1.87825 3.40089 -0.94895 -0.03 -0.03 0.01
C 0.65446 1.82975 -0.52097 0.13 -0.01 0.01
C 1.66130 1.21025 -1.26299 0.00 0.02 0.03
C 2.94964 1.71629 -1.25938 0.01 0.01 -0.01
C 3.25330 2.84406 -0.50802 0.00 0.00 -0.01
C 2.25995 3.46381 0.23649 0.03 0.02 0.00
C 0.96702 2.96611 0.22629 0.01 -0.04 -0.01
H -3.05077 0.67088 0.67481 0.02 -0.01 0.00
H -5.06185 2.09443 0.79464 0.00 0.00 0.01
H -5.03996 4.35488 -0.21113 -0.01 0.01 0.00
H -3.00071 5.17833 -1.34286 -0.01 0.00 0.00
H -0.99337 3.76418 -1.45444 0.01 -0.01 0.00
H 1.41830 0.33063 -1.84538 -0.02 -0.01 0.00
H 3.71871 1.23250 -1.84749 0.01 0.00 -0.01
H 4.26014 3.24032 -0.50656 0.01 0.00 0.01
H 2.49193 4.33846 0.83003 0.01 0.00 0.00
H 0.19987 3.44770 0.81807 -0.01 -0.01 0.00
S -1.68950 -3.53728 -2.75907 -0.12 -0.11 -0.40
C -3.03153 -3.40490 -1.74112 0.62 0.00 -0.06
N -3.67062 -3.26229 -0.77315 0.18 0.14 0.39
```
Forces are in eV/Å.

## Properties
HOMO energy (alpha / beta) (eV): -7.91 / -7.92
Multiplicity: 1
F_max (eV/Å): 0.9

=====

Entry 4:
Computed, not measured: C3H9N3O in the gas phase in a non-equilibrium geometry, with ωB97M-V with the def2-TZVPD basis set.

Structure (XYZ):
```
16
Properties=species:S:1:pos:R:3:forces:R:3
C 2.38146 0.27374 0.03557 -0.04 1.03 -1.28
C 1.10359 -0.58897 -0.43839 0.97 -1.96 1.89
N -0.07818 -0.71411 0.50441 1.30 2.91 -1.52
N -0.42081 0.85768 0.59859 0.01 -1.70 0.88
C -1.57857 1.08621 0.10575 1.88 1.07 0.56
N -2.41242 0.25647 -0.45404 -5.78 -3.53 0.28
O -2.49965 -1.03498 0.20690 -0.44 0.24 -0.88
H 2.81103 0.22383 1.11948 -1.63 0.12 -1.74
H 2.16745 1.35453 -0.35878 0.66 -1.78 1.40
H 3.26666 -0.07941 -0.56675 -0.95 0.24 0.33
H 0.54682 -0.22551 -1.28387 0.88 0.44 -0.86
H 1.50649 -1.64167 -0.65307 -0.89 1.29 0.22
H 0.23643 -1.05147 1.39337 0.18 0.49 0.86
H -2.02764 2.04034 -0.08941 0.95 1.37 0.52
H -3.46064 0.51826 -0.32650 2.62 0.03 -0.80
H -1.54203 -1.27494 0.20674 0.29 -0.26 0.13
```
Forces are in eV/Å.

## Properties
HOMO energy (eV): -9.17
Multiplicity: 1
SMILES: CCN/N=C\NO
F_max (eV/Å): 6.8